ORCA calculation (ωB97M-V with the def2-TZVPD basis set) on a molecular structure, C22H33N8OReS in a non-equilibrium geometry.

Output
E = -50258.3993 eV
<S²> = 0.783
net charge = +3
strongest force on any atom = 1.20 eV/Å
energy above the lowest of the compared OMol25 structures with the same formula, charge and spin = 2.955 eV
spin multiplicity = 2
frontier orbital gap (spin up / spin down) = 5.85 / 6.45 eV

```
66
Properties=species:S:1:pos:R:3:forces:R:3:mulliken_spin:R:1
Re 0.301025 -0.509837 -0.063035 1.001 0.667 -0.043 1.04
C 1.719433 1.465572 2.107335 -0.054 0.216 -0.236 0.02
C 1.004376 0.424970 2.924588 -0.119 -0.048 0.043 0.00
N 0.095389 -0.417662 2.103028 -0.002 -0.516 0.140 0.02
C -1.303561 -0.447599 2.639851 0.127 -0.117 0.050 0.00
C -2.301275 -0.659571 1.519766 -0.089 0.005 -0.084 0.01
N -1.854135 0.023784 0.270373 -0.128 -0.298 -0.143 0.00
C -2.233230 1.476178 0.209844 0.067 0.042 0.096 0.01
C -1.808240 2.377530 1.378224 0.147 -0.044 -0.005 0.00
N 0.856011 2.195074 1.107977 -0.176 -0.152 -0.090 -0.01
H 2.517710 1.038244 1.504615 0.061 -0.042 0.012 0.00
H 2.147651 2.241326 2.743050 -0.007 -0.047 0.073 0.00
H 0.437057 0.870330 3.741431 0.012 0.059 -0.034 0.00
H 1.775098 -0.192112 3.387640 -0.031 -0.058 0.027 0.00
H 0.423012 -1.401386 2.218462 0.136 0.092 -0.063 -0.01
H -1.487335 0.468974 3.187236 -0.015 0.006 -0.008 0.00
H -1.391347 -1.260949 3.360907 -0.014 0.004 0.037 0.00
H -3.292697 -0.311570 1.816498 -0.017 0.014 0.006 0.00
H -2.387318 -1.718018 1.278597 0.009 -0.020 0.032 0.00
H -2.391032 -0.406826 -0.477115 -0.184 0.089 0.081 0.00
H -3.323628 1.506241 0.208990 -0.053 0.017 0.030 0.00
H -1.907084 1.873350 -0.746665 0.074 0.011 -0.049 0.00
H -2.176939 1.956560 2.308426 -0.026 -0.013 -0.013 0.00
H -2.418621 3.268759 1.235462 -0.030 0.060 0.024 0.00
H 1.470609 2.956347 0.794743 0.003 0.058 -0.085 0.00
S 2.517253 -1.152541 -0.428325 -0.370 0.000 0.015 -0.06
C 2.076904 -0.860326 -2.116358 0.082 -0.171 -0.026 0.04
C 2.862443 -0.953172 -3.252609 0.115 -0.050 0.129 0.00
C 2.282896 -0.618449 -4.462251 -0.080 0.043 -0.146 0.02
C 0.942602 -0.218886 -4.512379 0.162 -0.031 -0.113 -0.01
C 0.220349 -0.182055 -3.347490 -0.049 -0.229 0.345 0.01
N 0.781630 -0.506574 -2.159165 -0.269 0.090 -0.265 -0.03
H 3.897020 -1.261835 -3.175819 -0.031 0.021 -0.023 0.00
H 2.868998 -0.661360 -5.372626 -0.025 0.007 0.033 0.00
H 0.474083 0.056055 -5.447732 0.027 -0.019 0.022 0.00
H -0.822723 0.116607 -3.337224 0.058 0.011 0.007 0.00
C 0.741499 -5.660103 1.889279 -0.105 0.161 -0.287 0.00
N 0.208944 -4.842584 0.765939 0.003 -0.304 -0.063 0.00
C -0.280348 -5.433566 -0.347574 0.177 -0.181 0.360 0.00
C -0.789664 -4.711643 -1.363171 -0.003 0.163 -0.137 0.00
C -0.817889 -3.308936 -1.218577 -0.142 0.105 0.402 0.00
N -0.244550 -2.671067 -0.149612 -0.303 -0.260 -0.102 0.02
C 0.276326 -3.475486 0.876674 0.272 0.004 -0.170 -0.01
O 0.827998 -2.999082 1.860966 -0.208 0.433 0.012 0.00
N -1.471121 -2.597188 -2.132305 -0.093 0.084 -0.078 0.00
H 0.662780 -6.701493 1.594471 0.014 -0.016 0.055 0.00
H 0.151272 -5.477714 2.781794 -0.001 0.020 0.032 0.00
H 1.778230 -5.397960 2.070402 0.036 0.023 0.011 0.00
H -0.249926 -6.515344 -0.359998 -0.029 0.017 -0.028 0.00
H -1.205720 -5.192341 -2.236479 0.005 0.043 0.031 0.00
H -1.960186 -3.064385 -2.879623 0.020 0.005 -0.017 0.00
H -1.628390 -1.617230 -2.012597 0.115 0.144 -0.097 0.01
C 0.372651 6.123390 -0.552521 -0.038 -0.245 0.039 0.00
C 0.215818 4.674107 -0.139677 0.017 0.080 -0.193 0.01
C 0.509932 3.665890 -1.184012 -0.055 -0.189 0.019 -0.04
C 0.583354 2.317672 -1.185503 -0.020 0.374 -0.075 0.00
N 0.611415 1.436523 -0.094734 -0.055 -0.194 0.450 -0.01
C -0.379107 2.965483 1.621749 0.036 0.014 -0.137 0.00
C -0.239161 4.362247 1.079741 -0.062 0.041 0.070 -0.02
H 0.229608 6.252620 -1.624056 -0.035 -0.021 0.013 0.00
H 1.376131 6.476424 -0.311053 0.028 -0.012 -0.025 0.00
H -0.340886 6.756523 -0.030177 0.025 0.012 0.032 0.00
H 0.612226 4.083102 -2.180164 -0.006 0.041 0.055 0.00
H 0.641723 1.820691 -2.137367 0.126 0.004 -0.005 0.00
H -0.214646 3.000255 2.698568 -0.102 0.046 0.054 0.00
H -0.550715 5.156048 1.751396 0.070 -0.048 0.007 0.00
```
Positions in Å, forces in eV/Å.


ORCA calculation (ωB97M-V with the def2-TZVPD basis set) on a molecular structure, C22H33NO3P2Pb in a non-equilibrium geometry.

Output
E = -54791.0113 eV
net charge = +2
strongest force on any atom = 4.79 eV/Å
energy above the lowest of the compared OMol25 structures with the same formula, charge and spin = 0.754 eV
spin multiplicity = 1
frontier orbital gap (spin up / spin down) = 5.34 / 5.34 eV

```
62
Properties=species:S:1:pos:R:3:forces:R:3:lowdin_charge:R:1
C 0.499905 -4.704275 -2.829188 0.904 -4.691 0.305 -0.13
C -0.512805 -5.923423 -3.011219 0.353 1.158 0.160 -0.04
H 1.303327 -4.922977 -3.565579 -0.244 -0.143 0.657 0.13
H 0.948145 -4.929726 -1.806649 -0.473 0.226 -0.998 0.17
C -1.787197 -5.783347 -2.442180 -1.445 0.017 0.290 -0.27
C -2.138119 -4.535828 -1.971692 0.729 -1.762 0.771 0.23
H -1.338406 -3.795812 -1.839550 -1.091 -0.339 0.504 0.03
H -3.150081 -4.330960 -1.612421 0.270 0.038 -0.259 0.12
C -0.238285 -7.224511 -3.741642 0.429 0.239 -0.260 0.00
H 0.691831 -7.266626 -4.322417 -0.130 0.356 0.363 0.09
H -1.054125 -7.438752 -4.463099 0.150 0.335 0.436 0.12
H -0.236899 -8.121705 -3.086694 -0.109 0.692 0.072 0.12
C -2.820990 -6.896797 -2.328469 -0.097 0.317 -0.200 -0.03
H -2.461238 -7.765689 -1.765205 0.093 0.186 -0.236 0.10
H -3.233743 -7.227381 -3.291396 0.275 0.008 0.189 0.10
H -3.643688 -6.462612 -1.757793 -0.083 -0.322 -0.060 0.08
Pb 1.043287 0.443150 1.323058 0.010 -0.792 -0.563 1.22
O 0.430683 -1.097781 -0.830960 0.977 0.803 0.633 -0.19
C -0.523807 -1.213757 -1.628884 -0.086 -1.229 0.468 -0.40
O -0.874874 1.131424 0.368892 -0.250 0.268 -0.092 -0.18
C -1.553276 0.967784 -0.664658 0.975 -1.719 -0.361 -0.46
O -2.451589 1.878235 -0.960408 -0.345 -0.401 -0.706 0.10
N -1.512318 -0.081492 -1.565998 0.649 0.410 0.973 0.08
C -3.133511 1.450989 -2.178775 -0.838 0.744 -0.412 -0.06
C -2.520673 0.123114 -2.561508 -0.412 -0.464 -0.746 -0.13
H -2.984294 2.207042 -2.965294 -0.009 -0.121 0.560 0.14
H -4.211123 1.352329 -1.979442 0.486 0.258 0.146 0.14
H -2.090643 0.162894 -3.567708 -0.051 -0.187 0.170 0.14
H -3.267025 -0.673779 -2.507949 0.074 0.024 -0.193 0.13
C -0.769281 -2.348018 -2.423331 -0.771 2.977 -0.150 -0.15
C 0.257670 -3.274106 -3.051513 -0.698 3.086 -0.777 -0.21
H -1.731591 -2.259488 -2.933087 0.368 -0.132 -0.327 0.09
H 1.237533 -2.827878 -2.864639 -0.045 0.119 -0.228 0.13
H 0.016663 -3.168458 -4.117394 0.514 -0.053 -0.019 0.13
C 1.222932 1.852715 5.073892 -0.085 -0.432 0.012 -0.24
P 0.438183 2.233674 3.477762 -0.191 0.880 0.574 0.77
C -1.318523 2.486219 3.840380 -0.207 -0.356 -0.032 -0.23
C 0.965473 3.969039 3.289245 0.823 0.040 -1.209 -0.39
C 0.667152 4.940437 4.229350 0.003 0.385 0.123 -0.08
C 1.109591 6.253117 4.069018 0.271 -0.078 -0.360 -0.03
C 1.867716 6.594813 2.946460 -0.042 -0.384 -0.159 -0.04
C 2.186115 5.621011 1.987724 0.023 0.165 -0.019 -0.07
C 1.754827 4.306065 2.161060 -0.574 -0.403 0.579 -0.37
P 2.290551 2.910880 1.086789 0.245 0.907 0.599 0.74
C 2.674756 3.717548 -0.470033 0.132 -0.099 -0.553 -0.25
C 3.909414 2.521784 1.860127 0.113 -0.137 -0.222 -0.24
H 1.083613 0.792333 5.299892 0.062 0.123 0.164 0.05
H 0.762242 2.460218 5.854858 0.099 -0.068 0.019 0.06
H 2.292604 2.076503 5.021771 -0.166 -0.059 0.030 0.05
H -1.441287 3.378887 4.454988 -0.067 -0.172 0.007 0.05
H -1.852257 2.626058 2.896547 -0.008 -0.044 0.138 0.05
H -1.711687 1.612104 4.364054 -0.119 0.094 -0.068 0.06
H 0.087004 4.689942 5.106756 -0.044 0.035 0.065 0.11
H 0.873374 7.008303 4.814076 0.017 -0.165 -0.123 0.12
H 2.224931 7.612452 2.807013 -0.122 -0.185 0.051 0.12
H 2.768774 5.899529 1.102207 -0.192 -0.049 0.435 0.11
H 3.605695 4.284406 -0.383142 -0.112 -0.040 -0.103 0.06
H 2.779051 2.958360 -1.252055 0.074 0.235 0.038 0.05
H 1.854395 4.392499 -0.734196 0.131 -0.143 -0.008 0.07
H 4.496238 3.450178 1.905773 -0.087 -0.309 0.020 0.07
H 3.780396 2.136007 2.884095 0.004 0.110 -0.366 0.05
H 4.439265 1.773137 1.250376 -0.064 0.242 0.259 0.06
```
Positions in Å, forces in eV/Å.